No. 1
75
Properties=species:S:1:pos:R:3:forces:R:3 method="wB97M-V/def2-TZVPD" lumo_ev="-3.536 / -5.480" homo_energy_ha="-0.2730 / -0.4085" charge=+1 gap_ha="0.1430 / 0.2072" spin_multiplicity=6 e_above_lowest_kj_mol=3.9
Ir -0.2932 0.3952 -0.0776 -1.513 -0.314 0.955
C 2.2033 -2.5258 2.4957 -0.109 -0.110 -0.277
C 2.4629 -1.8088 3.6491 -0.062 0.231 0.164
C 1.7781 -0.6248 3.8814 0.247 -0.316 0.010
C 0.8731 -0.1930 2.9291 -0.434 0.385 0.121
N 0.6605 -0.8696 1.7993 0.133 0.098 -0.036
C 1.2926 -2.0133 1.5842 0.132 -0.184 0.127
C 0.0045 0.9937 3.0861 0.336 0.177 1.265
C -0.1630 1.7120 4.2643 1.080 -1.362 -0.636
C -1.0892 2.7395 4.2895 -1.294 1.191 -0.429
C -1.8822 2.9873 3.1758 0.614 0.163 1.315
C -1.6760 2.2121 2.0475 -2.635 0.792 -2.565
N -0.7081 1.2993 2.0066 1.081 -1.217 -0.944
C -2.5654 2.1848 0.8600 1.685 0.517 2.968
C -3.6970 2.9657 0.7183 -1.246 0.276 -0.897
C -4.5491 2.7240 -0.3499 0.215 0.965 1.289
C -4.2574 1.7001 -1.2333 0.673 -1.202 -0.782
C -3.0936 0.9742 -1.0497 -0.913 0.239 -0.445
N -2.2615 1.2291 -0.0372 1.170 -0.693 -0.798
H 2.7059 -3.4593 2.2869 -0.014 -0.017 0.005
H 3.1871 -2.1672 4.3680 0.001 -0.010 0.006
H 1.9575 -0.0530 4.7806 -0.048 0.020 -0.035
H 1.0580 -2.5187 0.6547 0.032 -0.016 0.009
H 0.4068 1.4631 5.1473 -0.006 -0.054 -0.013
H -1.2277 3.3218 5.1905 -0.021 -0.003 -0.019
H -2.6556 3.7402 3.2089 0.006 0.006 -0.028
H -3.9254 3.7381 1.4375 0.014 -0.009 0.004
H -5.4421 3.3211 -0.4757 0.002 0.003 0.021
H -4.9104 1.4629 -2.0606 0.030 -0.027 0.000
H -2.7977 0.1667 -1.7072 -0.086 0.043 -0.060
C -2.5401 -3.7911 -2.3341 -0.050 0.080 -0.040
C -2.2816 -3.7306 -0.8223 0.106 -0.056 -0.026
C -1.3180 -4.8541 -0.4173 0.029 0.000 0.057
C -3.6030 -3.8789 -0.0582 -0.067 0.128 0.085
C -1.6680 -2.4321 -0.5017 -0.476 -0.909 -0.216
C -1.1435 -1.3629 -0.2859 0.815 1.465 0.254
H -2.9586 -4.7640 -2.5987 0.021 0.012 0.022
H -1.6155 -3.6416 -2.8917 0.004 -0.023 -0.017
H -3.2488 -3.0187 -2.6369 0.012 -0.013 0.005
H -1.7600 -5.8247 -0.6495 0.000 0.025 -0.006
H -1.1090 -4.8195 0.6532 -0.001 -0.004 -0.013
H -0.3753 -4.7681 -0.9595 0.008 -0.013 -0.003
H -4.0658 -4.8367 -0.3027 0.052 0.011 -0.022
H -4.2987 -3.0829 -0.3272 0.004 -0.016 0.011
H -3.4370 -3.8409 1.0191 -0.010 -0.004 -0.010
C 1.7689 3.1211 1.5031 0.019 -0.011 -0.052
C 1.1666 3.3544 0.1760 0.024 0.024 0.080
C 1.3176 4.5586 -0.5943 0.013 -0.047 0.010
C 0.6514 4.3657 -1.7597 -0.018 -0.058 -0.022
C 0.0942 3.0432 -1.6963 -0.061 0.017 -0.034
C -0.6965 2.3960 -2.7653 -0.007 0.031 -0.006
N 0.4049 2.4598 -0.5105 0.059 -0.090 0.134
H 2.6573 3.7423 1.6106 0.010 0.019 -0.007
H 2.0511 2.0755 1.6227 -0.108 0.110 0.092
H 1.0712 3.4189 2.2938 -0.016 -0.093 -0.014
H 1.8849 5.4191 -0.2780 -0.019 0.002 0.009
H 0.5556 5.0330 -2.6009 -0.012 0.006 0.010
H -0.3263 2.7165 -3.7394 0.017 -0.002 -0.012
H -1.7407 2.7217 -2.7030 0.008 -0.060 0.039
H -0.6507 1.3059 -2.7195 -0.073 0.119 0.003
O 3.0267 0.3426 0.8266 0.244 -1.117 -2.329
C 2.7818 -0.1460 -0.2817 -2.930 1.876 2.617
N 1.4289 -0.1746 -0.8134 1.037 -0.270 -0.744
C 1.4273 -0.6634 -2.1665 -3.619 1.371 1.449
O 0.3773 -0.6263 -2.8250 2.237 -0.471 0.628
C 2.7601 -1.0691 -2.4238 3.431 -0.774 -0.291
C 3.3363 -1.6609 -3.5686 -1.307 0.596 0.784
C 4.6744 -1.9225 -3.5588 1.579 0.106 1.020
C 5.4896 -1.6039 -2.4228 -0.374 -0.667 -1.744
C 4.9593 -1.0263 -1.3083 -1.377 0.588 0.801
C 3.5729 -0.7515 -1.2885 1.776 -1.493 -2.817
H 2.7209 -1.8965 -4.4269 -0.025 0.019 0.020
H 5.1410 -2.3764 -4.4229 0.023 0.002 0.026
H 6.5472 -1.8282 -2.4628 -0.016 -0.004 -0.031
H 5.5737 -0.7788 -0.4524 -0.035 0.012 0.009

No. 2
78
Properties=species:S:1:pos:R:3:forces:R:3 method="wB97M-V/def2-TZVPD" lumo_ev="-12.366 / -14.909" homo_energy_ha="-0.6819 / -0.7150" charge=+4 gap_ha="0.2275 / 0.1671" spin_multiplicity=5
Ru -0.2277 0.2978 0.5669 0.012 0.204 -0.323
C 2.2611 2.0938 2.4092 0.023 -0.027 0.037
C 1.0425 2.8789 2.0518 0.192 0.061 0.078
C 0.9964 4.2248 2.4254 -0.130 0.013 -0.066
C -0.1041 4.9999 2.1334 0.089 -0.010 0.054
C -1.1683 4.4127 1.4595 -0.032 -0.192 -0.042
C -1.0860 3.0854 1.0927 0.003 0.367 0.094
N 0.0164 2.3196 1.3730 -0.107 -0.646 -0.208
C -2.1854 2.4241 0.3778 -0.129 0.209 -0.054
C -3.3666 3.0319 -0.0195 0.099 -0.080 0.014
C -4.3238 2.2709 -0.6784 0.009 -0.018 0.010
C -4.1046 0.9184 -0.9105 0.105 -0.006 0.024
C -2.9158 0.3508 -0.4822 -0.221 -0.054 -0.055
N -1.9874 1.1177 0.1227 -0.062 0.020 0.179
C -2.5675 -1.0723 -0.5778 -0.179 -0.240 -0.121
C -3.4758 -2.0162 -1.0058 0.065 0.156 0.072
C -3.1298 -3.3617 -0.9603 0.079 -0.069 0.014
C -1.8689 -3.7060 -0.5253 -0.084 0.108 -0.053
C -0.9576 -2.7218 -0.1433 0.098 -0.185 -0.042
C 0.4269 -3.1345 0.2372 -0.026 -0.021 0.103
N -1.3154 -1.4203 -0.1492 0.397 0.492 0.292
H 2.9735 2.7281 2.9299 -0.021 0.052 -0.030
H 2.7518 1.7079 1.5157 0.010 0.005 0.029
H 2.0173 1.2685 3.0771 0.011 0.006 -0.017
H 1.8417 4.6477 2.9502 0.005 -0.026 0.011
H -0.1464 6.0413 2.4265 0.008 -0.001 0.006
H -2.0493 4.9966 1.2396 -0.007 -0.015 -0.029
H -3.5504 4.0781 0.1728 -0.001 0.003 0.005
H -5.2510 2.7304 -0.9984 0.010 0.000 -0.011
H -4.8555 0.3277 -1.4138 -0.002 -0.005 0.005
H -4.4595 -1.7265 -1.3442 0.003 0.024 0.012
H -3.8407 -4.1200 -1.2628 0.005 -0.007 -0.005
H -1.5595 -4.7418 -0.4920 0.012 0.004 0.011
H 0.6015 -4.1674 -0.0537 -0.027 0.012 -0.050
H 0.5693 -3.0838 1.3184 0.029 0.041 -0.025
H 1.1728 -2.5115 -0.2533 0.057 -0.015 -0.011
C 5.3438 -1.3537 0.1456 0.002 -0.048 0.050
C 4.4733 -0.5213 -0.6058 -0.207 0.104 -0.091
C 3.2109 -0.2651 -0.1591 0.038 0.022 -0.063
C 2.7495 -0.8316 1.0649 0.109 -0.118 0.221
C 3.6535 -1.6404 1.8399 0.047 -0.027 0.039
C 4.9150 -1.8791 1.3788 0.098 -0.105 0.112
N 1.4855 -0.6037 1.5112 -0.839 0.791 -1.177
N 1.2229 -1.1114 2.7255 0.570 -0.716 0.889
C 0.0285 -0.9175 3.2205 -0.296 0.268 -0.314
C -0.2986 -1.3904 4.5157 0.067 0.005 -0.094
C -1.5575 -1.1645 5.0208 -0.224 0.081 -0.026
C -2.4897 -0.4700 4.2418 0.249 -0.146 0.127
C -2.1246 -0.0326 2.9765 -0.226 0.144 -0.131
N -0.9132 -0.2348 2.4525 0.149 -0.089 0.087
H 6.3332 -1.5791 -0.2320 0.012 0.031 0.030
H 4.8188 -0.0855 -1.5349 0.013 -0.030 0.007
H 2.5626 0.3902 -0.7165 0.000 0.051 -0.071
H 3.3108 -2.0389 2.7826 0.091 -0.024 -0.047
H 5.5976 -2.4790 1.9670 -0.017 -0.024 -0.019
H 0.4631 -1.9159 5.0756 0.024 0.015 -0.018
H -1.8274 -1.5165 6.0083 0.024 -0.005 0.005
H -3.4869 -0.2729 4.6095 -0.017 0.027 -0.037
H -2.8470 0.4970 2.3681 0.036 -0.020 0.000
O -0.8490 -2.7140 -3.4712 -0.019 0.086 0.166
C -0.6675 -2.0194 -4.6967 0.272 0.184 -0.133
N 0.7247 -1.8256 -5.0263 -0.212 -0.305 -0.098
C 1.5450 -0.8853 -4.5230 0.226 0.248 0.166
O 2.7314 -0.7950 -4.7405 -0.118 -0.046 0.009
C 0.9817 0.1867 -3.6003 -0.009 -0.180 -0.051
C 1.1368 1.5195 -3.9786 -0.059 0.046 0.176
C 0.8293 2.5126 -3.0565 0.076 -0.115 -0.036
C 0.4530 2.1480 -1.7812 0.100 0.318 -0.022
N 0.3254 0.8607 -1.4026 -0.105 -0.412 0.512
C 0.5555 -0.1083 -2.3217 0.140 -0.063 -0.118
H -0.6456 -3.6465 -3.6119 -0.028 -0.039 -0.061
H -1.1433 -1.0473 -4.5780 -0.068 -0.046 0.051
H -1.1419 -2.5384 -5.5274 -0.008 -0.027 0.025
H 1.1804 -2.4989 -5.6302 0.023 0.021 -0.037
H 1.5162 1.7694 -4.9622 -0.022 -0.025 -0.020
H 0.9310 3.5587 -3.3109 -0.024 0.013 0.039
H 0.2942 2.9110 -1.0343 -0.073 -0.047 0.047
H 0.4441 -1.1401 -2.0126 -0.085 0.040 -0.004

No. 3
80
Properties=species:S:1:pos:R:3:forces:R:3 method="wB97M-V/def2-TZVPD" lumo_ev="-3.130 / -2.726" homo_energy_ha="-0.3574 / -0.3594" charge=+1 gap_ha="0.2424 / 0.2592" spin_multiplicity=2 e_above_lowest_kj_mol=165.4
V 0.1777 -0.1736 0.2551 3.476 2.342 -2.056
N 0.4485 2.0488 3.7565 -0.158 0.256 0.375
C 0.7185 1.2539 2.6983 0.465 -0.397 -0.852
S 0.4386 1.9049 1.0868 -0.021 0.229 0.049
N 1.1506 0.0486 2.8303 -0.045 0.705 1.885
N 1.2687 -0.6253 1.6736 -0.197 -0.025 -0.170
C 2.3103 -1.4750 1.5321 0.971 -0.567 -1.063
C 3.1194 -1.8746 2.6911 0.079 -0.042 0.058
C 4.5106 -1.8253 2.6273 -0.178 -0.010 -0.099
C 5.2646 -2.1318 3.7449 0.103 -0.006 0.124
C 4.6395 -2.4789 4.9311 0.079 -0.031 -0.073
C 3.2567 -2.5451 4.9937 -0.092 -0.004 0.036
C 2.4945 -2.2359 3.8840 0.048 -0.188 -0.064
C 2.5520 -1.8260 0.2253 0.072 0.249 1.305
C 3.5712 -2.6653 -0.3149 0.228 -0.111 -0.485
C 3.9765 -2.4558 -1.5911 -0.066 -0.331 0.501
C 3.5148 -1.2552 -2.2326 -0.531 0.184 0.316
C 2.4464 -0.6026 -1.7544 0.816 0.715 -0.748
N 1.6355 -1.2035 -0.7211 0.938 -0.313 0.038
H 0.4350 3.0400 3.5756 -0.022 -0.068 0.144
H 0.8011 1.7488 4.6524 0.045 0.047 -0.029
H 4.9947 -1.5200 1.7109 0.025 0.046 -0.047
H 6.3420 -2.0845 3.6961 0.082 0.016 -0.011
H 5.2303 -2.6988 5.8064 0.064 -0.043 0.093
H 2.7727 -2.8265 5.9164 -0.052 -0.034 0.081
H 1.4154 -2.2827 3.9323 0.007 0.049 0.022
H 4.0318 -3.3995 0.3278 0.007 -0.174 0.004
H 4.7213 -3.0693 -2.0670 0.148 -0.104 0.026
H 4.0973 -0.8270 -3.0316 -0.011 0.161 -0.122
H 2.1632 0.3850 -2.0926 0.057 -0.161 0.057
N -0.5299 0.6688 -1.5490 0.333 0.384 0.453
C -0.0806 0.4818 -2.8736 0.203 -0.381 -1.070
C 0.0601 1.5772 -3.7148 0.005 -0.045 0.240
C 0.5002 1.4119 -5.0150 0.043 -0.065 0.016
C 0.8003 0.1430 -5.4828 -0.012 -0.022 -0.078
C 0.6501 -0.9573 -4.6565 -0.075 0.131 0.082
C 0.2213 -0.8047 -3.3432 -0.177 0.362 0.049
C 0.0361 -1.9867 -2.4741 0.052 0.091 0.149
C -0.8271 -2.9784 -2.9313 0.120 -0.071 0.135
C -1.1200 -4.0937 -2.1703 0.069 0.024 -0.054
C -0.5457 -4.2318 -0.9200 -0.055 0.159 0.045
C 0.3270 -3.2666 -0.4486 0.071 0.065 0.185
C 0.6477 -2.1406 -1.2155 -0.775 -1.277 -0.644
H -0.7063 1.6686 -1.3802 -0.268 -0.289 -0.044
H -1.4355 0.1832 -1.4121 -0.388 0.015 -0.061
H -0.1762 2.5590 -3.3303 -0.069 0.131 -0.012
H 0.6008 2.2729 -5.6571 0.045 0.065 -0.070
H 1.1529 0.0091 -6.4917 0.042 -0.021 -0.162
H 0.8950 -1.9460 -5.0162 0.025 -0.088 -0.030
H -1.2802 -2.8482 -3.9026 -0.034 0.013 -0.065
H -1.7858 -4.8496 -2.5539 -0.087 -0.117 -0.061
H -0.7549 -5.1013 -0.3156 -0.013 -0.042 0.088
H 0.7873 -3.4190 0.5209 0.046 0.089 -0.104
O -1.2444 -0.6046 0.8724 -3.397 -0.747 0.568
C -2.1826 -1.1493 1.5868 -2.134 -1.452 1.790
C -2.1117 -1.0783 2.9855 0.250 0.145 -0.526
C -3.0727 -1.6824 3.7662 -0.158 -0.082 -0.039
C -4.1259 -2.3644 3.1743 -0.005 -0.052 0.063
C -4.2177 -2.4315 1.7987 0.184 0.137 -0.034
C -3.2640 -1.8296 0.9795 0.534 0.317 0.445
C -3.4081 -1.8275 -0.4632 0.106 0.070 -0.367
N -2.8828 -0.9420 -1.2917 -0.055 -0.140 0.345
C -3.3681 -1.2362 -2.5267 -0.424 -0.344 -0.165
C -4.1914 -2.3230 -2.4574 0.043 0.289 -0.415
N -4.2117 -2.6877 -1.1445 0.091 -0.015 0.264
H -1.2810 -0.5423 3.4254 0.041 -0.030 0.020
H -3.0027 -1.6227 4.8394 0.007 0.020 0.162
H -4.8800 -2.8340 3.7832 -0.100 -0.069 0.097
H -5.0566 -2.9387 1.3487 -0.154 -0.055 -0.028
H -3.1057 -0.6428 -3.3794 0.064 0.052 -0.268
H -4.7410 -2.8505 -3.2094 -0.109 -0.104 -0.130
H -4.6941 -3.4835 -0.7603 0.038 0.067 -0.013
N -3.6882 1.5971 0.7790 -0.288 -0.139 -0.064
C -3.5443 2.1014 -0.4584 -0.086 -0.090 -0.056
N -4.4013 1.7138 -1.4143 -0.281 -0.096 0.232
S -2.3229 3.1738 -0.7973 0.363 0.819 -0.208
H -4.4884 1.0443 1.0405 0.043 0.000 0.046
H -3.0876 1.9581 1.5019 -0.042 -0.017 -0.077
H -5.1517 1.0689 -1.2353 0.001 -0.029 -0.033
H -4.2993 2.0982 -2.3373 0.027 0.044 0.107

Number 1: F_max 0.0847 Eh/bohr, energy -1881.172471 a.u.. Number 2: F_max 0.0320 Eh/bohr, energy -2034.910165 a.u.. Number 3: F_max 0.0908 Eh/bohr, energy -3661.247007 a.u..